1.
Below is a cluster of 13 separate species, C5H34NO14 in total at a distorted geometry, with properties calculated with ωB97M-V with the def2-TZVPD basis set.

Structure (XYZ):
```
54
Properties=species:S:1:pos:R:3:forces:R:3:nbo_charge:R:1
C -1.5875 1.1840 3.1036 0.84 0.11 -1.44 -0.6170
C -2.2161 0.7282 1.7241 1.63 2.16 1.74 -0.2345
N -1.0306 0.3086 0.9059 -1.73 -0.54 -1.15 -0.4673
C -0.3604 1.4897 0.2969 -1.32 -0.25 -0.19 -0.4485
C -1.6308 -0.4767 -0.2357 1.40 -0.94 0.18 -0.3558
C -0.6076 -1.3888 -0.9752 0.27 0.87 1.79 0.8150
O -0.2327 -2.3700 -0.2421 0.26 -0.04 -1.60 -0.8572
O -0.1468 -1.0509 -2.0796 -0.02 -0.39 -0.05 -0.7702
H -0.6516 1.7484 2.8636 -0.56 -0.67 0.21 0.2096
H -2.1724 1.9250 3.5989 -0.85 0.24 0.61 0.2013
H -1.3272 0.3556 3.7648 -0.15 0.04 -0.06 0.2032
H -2.6362 1.6794 1.3093 -0.09 -0.77 -0.11 0.1749
H -3.0376 0.0165 1.9160 0.78 -0.13 -0.59 0.2126
H 0.0244 2.2499 0.9480 0.61 -0.41 0.88 0.2311
H 0.4054 1.1254 -0.3821 0.05 0.16 0.10 0.2063
H -1.0847 2.1342 -0.2429 0.02 -0.66 -0.28 0.1902
H -2.3342 -1.1845 0.2591 -0.09 0.80 -0.94 0.2383
H -1.8898 0.1797 -1.0562 -1.44 0.32 0.33 0.1844
H -0.2705 -1.1991 2.3093 0.32 -0.49 0.21 0.4982
H 0.4661 -1.9703 1.3165 -0.68 -0.63 0.81 0.4816
O 0.2654 -2.0248 2.2767 -0.05 1.07 0.01 -0.9952
H 1.9766 -2.4187 2.7855 0.59 0.01 0.18 0.5004
H 2.9249 -2.4384 1.6222 0.13 -0.57 0.80 0.4877
O 2.9407 -2.5367 2.6137 -0.40 0.33 -0.69 -1.0165
H 3.1481 0.4115 2.2048 0.37 0.66 0.27 0.4634
H 3.7257 -0.8752 2.4064 0.71 -0.15 0.72 0.4949
O 4.0234 0.0647 2.4507 -1.08 -0.41 -0.69 -0.9798
H 2.6194 -0.3626 -0.5162 0.16 0.26 0.14 0.4988
H 3.6808 0.3234 0.3264 -0.19 0.22 -0.02 0.5032
O 2.8596 0.5148 -0.1617 0.16 -0.55 -0.14 -0.9943
H 1.1974 3.1995 -1.0308 -0.49 0.40 -0.32 0.4937
H 1.0973 4.5453 -0.3389 -0.12 0.15 0.02 0.4556
O 0.5404 3.8127 -0.6164 0.52 0.39 0.12 -0.9871
H -1.7000 1.3369 -2.6063 -0.85 1.05 0.48 0.5079
H -2.5289 1.6020 -3.7316 -0.78 0.42 0.09 0.4670
O -2.5858 1.7647 -2.7766 1.86 -1.44 -1.09 -0.9680
H -1.5368 -3.3561 0.5408 -0.16 -0.05 1.36 0.4960
H -1.3473 -3.6447 2.0618 0.33 0.30 -0.14 0.4821
O -2.0190 -3.5743 1.3808 -0.51 -0.31 -0.96 -0.9947
H 1.4465 -3.0588 -2.3360 -0.51 0.23 0.07 0.4811
H 0.4752 -3.8448 -1.3956 0.77 0.52 -0.67 0.5036
O 1.2363 -3.9408 -2.0173 -0.16 -0.80 0.38 -0.9855
H 2.4138 -3.1904 -0.4820 -0.38 0.23 -0.02 0.5134
H 1.4896 -2.0118 0.0642 1.96 -1.43 -0.79 0.4957
O 2.4604 -2.3485 0.0033 -1.24 1.13 -0.06 -1.0150
H -4.2104 2.0088 -0.8983 -0.35 -0.06 0.30 0.4561
H -3.7258 2.7579 -2.0448 -0.95 0.32 0.57 0.4942
O -4.4780 2.7860 -1.3990 0.68 0.05 -0.37 -0.9726
H 1.5128 1.9101 -2.7542 -0.10 -0.14 0.25 0.5013
H 2.4013 1.7266 -1.4325 0.13 -0.41 -0.33 0.5046
O 2.1263 2.3369 -2.1380 0.57 0.38 0.12 -1.0020
H -0.1513 1.3779 -4.4530 0.13 -0.38 -0.03 0.4796
H 0.0364 0.3561 -3.2015 -0.15 0.50 -0.37 0.5326
O 0.0056 1.3065 -3.5086 0.15 -0.69 0.34 -0.9980
```
Forces are in eV/Å.

## Properties
gap between HOMO and LUMO	8.91	eV
total charge	-1
energy relative to the best compared isomer or geometry (same formula, charge and spin)	2.218	eV
HOMO	-6.61	eV


2.
Below is an isolated molecule of C19H21N3O3S, with properties calculated with ωB97M-V with the def2-TZVPD basis set.

Structure (XYZ):
```
47
Properties=species:S:1:pos:R:3:forces:R:3:nbo_charge:R:1
C -4.1544 -1.9123 1.8983 -0.04 0.10 -0.25 -0.6115
C -4.3676 -1.4985 0.4469 -0.23 -0.33 0.15 -0.2226
N -3.7309 -0.2391 0.1636 0.40 0.42 0.02 -0.5901
C -4.3640 0.8703 -0.2339 0.13 -0.21 -0.02 0.2815
S -5.9698 0.9887 -0.5943 -0.60 0.13 -0.14 -0.2714
N -3.5757 1.9823 -0.3682 -0.35 0.59 -0.24 -0.4252
N -2.2778 1.9427 -0.0676 0.81 -0.06 0.13 -0.2466
C -1.5154 2.9391 -0.3004 -0.87 -0.08 -0.17 0.0459
C -0.1064 2.8601 0.0190 0.72 -0.03 0.18 -0.1072
C 0.3716 1.8744 0.8864 -0.04 0.19 -0.09 -0.1659
C 1.7211 1.7413 1.1213 0.19 0.16 0.05 -0.2685
C 2.6278 2.5805 0.4778 -0.18 0.10 0.00 0.3745
O 3.9837 2.3808 0.6527 -0.33 0.30 0.23 -0.5326
C 4.5595 1.5375 -0.3457 0.12 -0.22 -0.25 -0.0846
C 3.8059 0.2362 -0.4349 0.04 0.00 -0.11 -0.0516
C 4.0750 -0.8008 0.4513 -0.01 0.10 -0.12 -0.2145
C 3.2633 -1.9176 0.4850 -0.18 -0.13 -0.01 -0.1524
C 2.1579 -2.0063 -0.3585 0.19 0.28 -0.03 -0.1695
C 1.2677 -3.1850 -0.2349 -0.12 -0.32 0.13 0.7771
O 1.5053 -4.1548 0.4421 -0.03 0.10 -0.07 -0.5897
O 0.1359 -3.0487 -0.9464 0.19 0.35 -0.11 -0.5084
C -0.7790 -4.1308 -0.8668 -0.12 -0.39 0.12 -0.2596
C 1.9042 -0.9860 -1.2705 -0.03 -0.16 0.06 -0.1756
C 2.7270 0.1222 -1.3067 0.24 -0.07 -0.05 -0.1549
C 2.1603 3.5959 -0.3486 0.40 -0.14 0.16 -0.2902
C 0.8040 3.7429 -0.5630 -0.34 -0.22 0.06 -0.1745
H -4.6461 -2.8620 2.0883 -0.02 -0.13 0.06 0.2158
H -3.0933 -2.0208 2.1140 0.11 -0.04 0.09 0.1985
H -4.5716 -1.1649 2.5684 -0.03 0.06 0.08 0.2155
H -3.9614 -2.2646 -0.2237 -0.11 0.07 0.01 0.1860
H -5.4323 -1.3763 0.2348 0.19 -0.08 -0.04 0.2416
H -2.7425 -0.1374 0.3579 -0.09 0.00 -0.04 0.4150
H -4.0170 2.8195 -0.7498 0.07 -0.33 0.15 0.3950
H -1.8854 3.8539 -0.7744 -0.07 -0.05 0.01 0.1650
H -0.3350 1.2142 1.3632 -0.04 -0.08 0.07 0.2244
H 2.0935 0.9777 1.7869 0.06 -0.08 0.03 0.2304
H 5.5913 1.3870 -0.0223 -0.09 0.00 -0.11 0.2038
H 4.5514 2.0512 -1.3176 0.03 -0.06 0.13 0.1767
H 4.9121 -0.7180 1.1286 0.09 0.00 0.09 0.2188
H 3.4538 -2.7256 1.1751 0.02 -0.07 0.05 0.2374
H -1.6071 -3.8779 -1.5241 0.04 0.00 0.03 0.1955
H -0.3017 -5.0578 -1.1908 -0.07 0.07 0.02 0.1974
H -1.1276 -4.2591 0.1604 0.01 0.00 -0.09 0.1918
H 1.0574 -1.0598 -1.9341 -0.08 0.01 -0.04 0.2315
H 2.5186 0.9199 -2.0053 -0.03 0.10 -0.04 0.2106
H 2.8677 4.2587 -0.8246 0.09 0.05 -0.03 0.2248
H 0.4459 4.5270 -1.2147 -0.04 0.09 -0.07 0.2126
```
Forces are in eV/Å.

## Properties
gap between HOMO and LUMO	8.16	eV
SMILES	CCNC(=S)N/N=C/c1ccc(OCc2ccc(C(=O)OC)cc2)cc1
energy relative to the best compared isomer or geometry (same formula, charge and spin)	2.915	eV
HOMO	-8.08	eV


3.
Below is a structure of composition C16H26N2O8Pd at a distorted geometry, with properties calculated with ωB97M-V with the def2-TZVPD basis set.

Structure (XYZ):
```
53
Properties=species:S:1:pos:R:3:forces:R:3:lowdin_spin:R:1
Pd 12.5514 -17.4236 3.8145 -0.80 -0.53 0.32 1.5285
C 9.7086 -14.7849 1.7972 0.59 0.72 -0.24 0.0011
C 11.1774 -15.2246 1.6688 0.61 -0.18 0.92 0.0100
O 11.4203 -16.4568 2.1668 -0.20 -0.45 -0.46 0.0530
H 9.3658 -14.8782 2.8261 -0.09 -0.24 -0.02 0.0000
H 9.0844 -15.3491 1.1052 -0.14 -0.12 0.16 -0.0001
H 9.6757 -13.7172 1.5203 -0.29 -0.05 -0.05 0.0004
H 11.8234 -14.4698 2.1900 -0.22 0.35 -0.06 0.0010
H 11.4612 -15.0794 0.5975 -0.05 -0.24 -0.14 0.0021
C 8.4765 -17.8346 5.2804 -0.20 0.10 0.49 0.0031
C 9.7547 -18.6198 4.9704 0.31 -0.79 -0.29 0.0134
O 10.9185 -17.9412 5.1657 0.22 0.90 -0.05 0.1328
H 8.6126 -17.2458 6.1967 0.15 0.09 -0.13 -0.0001
H 7.6426 -18.5100 5.5126 -0.03 -0.09 -0.27 0.0008
H 8.1754 -17.1699 4.4665 0.11 0.07 0.01 0.0000
H 9.6401 -19.0380 3.9507 0.08 0.16 -0.10 0.0033
H 9.7660 -19.5282 5.6100 -0.26 -0.01 0.14 0.0024
C 13.8718 -21.4843 3.3682 -0.18 1.12 0.67 0.0018
C 13.5554 -20.1771 3.7519 0.14 0.13 -0.64 0.0088
C 14.1083 -19.5934 5.0654 0.72 -0.84 0.48 0.0049
O 14.0496 -18.3492 5.2531 -0.61 -0.08 -0.28 0.0664
C 14.7199 -20.4914 5.9601 -0.83 0.59 -0.46 0.0030
C 14.8545 -21.8700 5.6799 0.00 0.14 0.90 0.0007
C 14.5151 -22.3658 4.2668 0.37 -0.87 -0.91 -0.0004
O 14.8472 -23.5174 3.9400 -0.02 0.11 0.27 -0.0031
O 15.2359 -22.6759 6.5401 0.04 -0.30 -0.26 0.0004
O 12.9112 -19.3842 2.9918 0.06 -0.21 -0.04 0.0834
H 13.6433 -21.7744 2.3528 -0.12 -0.26 0.02 0.0001
H 14.8499 -20.1718 6.9872 0.35 0.09 -0.04 0.0001
C 12.6640 -14.4059 4.7897 -1.12 0.21 -0.09 0.0198
O 12.7959 -15.5767 5.0576 0.88 0.41 0.46 0.0124
N 11.4681 -13.7772 4.8761 0.22 0.63 -0.15 0.0131
C 11.3242 -12.4134 4.4137 -0.16 -0.20 0.09 0.0012
C 10.3319 -14.4395 5.4779 -0.25 0.06 0.14 0.0009
H 13.4586 -13.7091 4.4678 0.21 -0.31 -0.15 0.0011
H 10.3218 -12.3190 3.9938 0.01 0.17 0.01 0.0003
H 12.0253 -12.1901 3.6103 0.10 -0.11 0.03 0.0002
H 11.4621 -11.6752 5.2128 -0.12 0.01 0.03 0.0003
H 9.4102 -14.1985 4.9433 0.16 -0.14 -0.29 0.0002
H 10.5070 -15.5191 5.4698 -0.10 -0.04 0.10 -0.0004
H 10.1625 -14.0570 6.4940 0.22 -0.22 0.10 0.0007
C 15.7393 -16.8738 2.5789 0.27 0.09 -0.35 0.0050
O 14.5833 -16.7882 2.8923 -0.07 0.38 0.03 0.0254
N 16.1548 -17.0650 1.3021 0.26 -0.31 0.14 0.0015
C 17.5500 -17.0141 0.9839 0.62 0.17 -0.47 0.0002
C 15.1657 -17.2489 0.2577 0.07 0.38 -0.24 0.0000
H 16.5844 -16.7607 3.2778 -0.08 -0.08 0.18 0.0001
H 17.8086 -17.7203 0.1924 -0.15 -0.08 0.02 0.0001
H 18.2055 -17.2496 1.8229 -0.33 -0.08 0.23 0.0000
H 17.8569 -16.0185 0.6333 -0.07 0.00 -0.09 0.0000
H 14.9115 -18.2969 0.0961 -0.18 -0.02 0.31 0.0001
H 14.2939 -16.6606 0.5442 -0.24 -0.35 -0.10 -0.0001
H 15.5462 -16.8745 -0.6972 0.13 0.16 0.13 0.0000
```
Forces are in eV/Å.

## Properties
gap between HOMO and LUMO (spin up / spin down)	5.19 / 5.18	eV
multiplicity	3
total charge	-2
energy relative to the best compared isomer or geometry (same formula, charge and spin)	0.106	eV
HOMO (spin up / spin down)	-0.86 / -0.85	eV


4.
Below is an isolated molecule of C2HClO at a distorted geometry, with properties calculated with ωB97M-V with the def2-TZVPD basis set.

Structure (XYZ):
```
5
Properties=species:S:1:pos:R:3:forces:R:3:nbo_charge:R:1
Cl 0.1377 3.3372 0.9891 -0.32 -0.16 -0.57 0.1321
C -0.3001 1.8958 0.2627 0.23 -4.04 0.60 0.2319
C -0.2075 0.5604 0.2244 0.51 3.45 0.79 -0.0741
O -1.3578 1.3735 -0.4347 -0.88 1.44 -0.48 -0.5125
H 0.2666 -0.2621 -0.2262 0.45 -0.69 -0.33 0.2225
```
Forces are in eV/Å.

## Properties
gap between HOMO and LUMO	8.72	eV
SMILES	ClC1=CO1
energy relative to the best compared isomer or geometry (same formula, charge and spin)	3.317	eV
HOMO	-8.37	eV


5.
Below is an isolated molecule of CH3Cl2NO at a distorted geometry, with properties calculated with ωB97M-V with the def2-TZVPD basis set.

Structure (XYZ):
```
8
Properties=species:S:1:pos:R:3:forces:R:3:nbo_charge:R:1
N -0.8164 -0.0650 0.8384 -0.74 0.08 -0.03 -0.8171
C 0.2256 -0.0734 -0.0117 0.18 1.55 -4.05 0.4005
O -0.2723 -0.0059 -1.3778 -0.32 0.22 1.59 -0.7132
Cl 1.4010 1.4968 0.0355 -0.55 -0.73 0.42 -0.2159
Cl 1.1810 -1.4347 0.0942 1.83 -2.07 0.83 0.0519
H -1.3987 0.7050 0.6210 -0.90 0.73 0.11 0.3981
H -0.6666 -0.2167 1.8088 0.40 -0.02 0.53 0.4032
H 0.3464 -0.4061 -2.0085 0.10 0.24 0.59 0.4924
```
Forces are in eV/Å.

## Properties
gap between HOMO and LUMO	11.15	eV
SMILES	NC(O)(Cl)Cl
energy relative to the best compared isomer or geometry (same formula, charge and spin)	0.850	eV
HOMO	-10.48	eV


6.
Below is an isolated molecule of C4H11NO2 at a distorted geometry, with properties calculated with ωB97M-V with the def2-TZVPD basis set.

Structure (XYZ):
```
18
Properties=species:S:1:pos:R:3:forces:R:3:nbo_charge:R:1
O 0.6653 2.7791 -0.1027 0.88 -0.38 0.72 -0.7209
C 1.3937 1.6242 0.3565 -2.07 -2.21 0.32 -0.0755
C 1.2737 0.4614 -0.6468 0.85 0.60 -0.60 -0.4176
C -0.0702 -0.2314 -0.9058 0.81 0.31 1.38 -0.2147
N -0.7929 -0.4906 0.3348 0.88 -1.39 -0.14 -0.6803
C -1.6806 -1.6208 0.2463 0.04 -0.74 -0.90 0.0940
O -1.7214 -2.3811 1.4543 0.63 0.05 -0.30 -0.7131
H 0.3940 3.2171 0.7155 -0.01 0.21 -0.44 0.4694
H 2.4595 1.6746 0.6033 -0.16 1.03 -0.14 0.1739
H 0.8550 1.2089 1.2479 0.68 0.59 -0.17 0.1594
H 2.0802 -0.2192 -0.3840 -0.17 -0.48 0.24 0.2004
H 1.5989 0.8657 -1.6002 0.11 0.11 -0.44 0.2034
H 0.0968 -1.1953 -1.4425 -0.19 0.87 0.34 0.1993
H -0.6287 0.4611 -1.4817 -0.70 0.42 -1.22 0.1773
H -1.1346 0.3221 0.8336 -0.23 -0.23 -0.39 0.3767
H -1.3142 -2.3907 -0.4921 0.02 1.32 0.10 0.1480
H -2.6569 -1.2935 -0.1769 -0.07 -0.60 1.16 0.1553
H -0.8178 -2.7915 1.4404 -1.30 0.52 0.50 0.4649
```
Forces are in eV/Å.

## Properties
gap between HOMO and LUMO	9.66	eV
SMILES	OCCCNCO
energy relative to the best compared isomer or geometry (same formula, charge and spin)	2.192	eV
HOMO	-8.83	eV